[1]
C46H112Hg2N10O14 | ωB97M-V/def2-TZVPD

Properties
Total charge ... +3
2S+1 ... 2
Expectation value of S² ... 0.82
E_HOMO (spin up / spin down) ... -12.84 / -12.84 eV
LUMO energy (spin up / spin down) ... -0.3524 / -0.3971 Ha
Kohn-Sham gap (spin up / spin down) ... 0.1195 / 0.0749 Ha

XYZ file:
```
184
Properties=species:S:1:pos:R:3:lowdin_charge:R:1
Hg -4.86914 1.35599 -0.20267 1.379
Hg 3.45789 0.09175 -2.86468 1.235
C -0.98426 0.98551 -1.92586 0.107
C -2.10509 1.27298 -1.04348 -0.340
C -2.13447 0.50634 0.28264 -0.250
O -3.16564 0.51775 0.98891 -0.077
C -0.92104 -0.13110 0.75500 0.133
C 0.18367 -0.25224 -0.01796 -0.295
C 0.10419 0.23653 -1.46109 -0.292
O 1.03243 0.04560 -2.30584 -0.050
O 1.26672 -0.68964 0.49692 0.084
O -3.04139 1.85627 -1.49129 -0.018
H -1.00196 1.38690 -2.92834 0.114
H -0.80187 -0.32956 1.80989 0.135
C 1.25881 4.67900 -5.16034 -0.031
C 0.92465 4.56609 -3.68004 -0.411
C -0.13897 5.53901 -3.18021 -0.167
O -0.71315 5.24962 -1.90488 -0.188
C 0.14123 5.68558 -0.82893 -0.086
N 0.81773 3.15345 -3.31068 0.050
H 0.40937 4.58716 -5.83719 0.092
H 2.12161 4.09966 -5.48904 0.062
H 1.52524 5.71594 -5.36496 0.096
H 1.81437 4.87936 -3.13382 0.119
H -0.98594 5.45525 -3.86119 0.133
H 0.26131 6.55227 -3.14607 0.139
H 1.07002 5.12365 -0.73053 0.061
H -0.22453 5.57067 0.19142 0.089
H 0.49010 6.71692 -0.88132 0.100
H 0.28251 3.24903 -2.45950 0.061
H 0.08819 2.68900 -3.83238 0.070
C -3.94920 3.26052 2.86126 -0.042
C -5.28637 3.43544 2.22360 -0.393
C -5.36846 4.30159 1.03107 -0.215
O -4.68274 3.71636 -0.03223 -0.278
C -4.34435 4.73755 -0.98585 -0.039
N -5.65357 2.03002 1.89192 0.028
H -3.99784 2.77890 3.83787 0.098
H -3.54197 4.26963 2.92415 0.103
H -3.21657 2.71488 2.26660 0.074
H -5.91163 3.79198 3.04215 0.171
H -4.81856 5.16351 1.40896 0.141
H -6.40732 4.62243 0.95404 0.155
H -5.13132 5.38542 -1.37191 0.112
H -3.98660 4.24375 -1.88933 0.080
H -3.57890 5.37252 -0.53977 0.103
H -5.27618 1.62831 2.73826 0.049
H -6.64993 1.87952 1.82332 0.109
C 4.07992 1.19507 -6.55941 -0.017
C 2.75248 1.28268 -5.75416 -0.404
C 1.92165 0.04673 -5.48674 -0.168
O 2.60926 -0.88245 -4.63218 -0.339
C 2.07964 -2.19797 -4.84243 -0.042
N 2.99009 1.84225 -4.43506 0.011
H 4.90288 0.91652 -5.90119 0.078
H 4.25608 2.21887 -6.88940 0.086
H 4.09804 0.60357 -7.47477 0.097
H 2.26612 2.00959 -6.40467 0.136
H 1.84085 -0.52887 -6.40883 0.140
H 0.95804 0.40800 -5.12751 0.128
H 2.46479 -2.59978 -5.77961 0.112
H 0.99066 -2.17309 -4.88238 0.096
H 2.51135 -2.88495 -4.11456 0.071
H 3.62480 2.61631 -4.56953 0.089
H 2.17324 2.31854 -4.08010 0.007
C -0.62873 -3.72358 4.16759 -0.013
C 0.58903 -3.55428 3.19239 -0.392
C 1.86402 -4.30433 3.56755 -0.184
O 2.51650 -3.76473 4.71833 -0.187
C 3.80822 -4.24690 4.64892 -0.116
N 0.21212 -3.83351 1.83666 0.052
H -1.48908 -3.23070 3.71486 0.034
H -0.49335 -3.25035 5.14013 0.053
H -0.83791 -4.78005 4.33553 0.100
H 0.85345 -2.50168 3.09129 0.115
H 2.48488 -4.26368 2.67257 0.099
H 1.67197 -5.37725 3.55926 0.141
H 4.32489 -3.96899 3.73028 0.085
H 3.74729 -5.32881 4.76668 0.102
H 4.27586 -3.90109 5.57078 0.103
H 0.90509 -3.35147 1.28210 0.047
H -0.63378 -3.38978 1.50856 0.022
C -3.23223 -3.77053 1.39521 -0.045
C -2.86984 -4.13685 -0.05062 -0.396
C -2.05210 -3.08563 -0.81472 -0.228
O -1.69960 -3.72489 -1.99515 -0.182
C -1.20714 -2.86829 -3.02954 -0.071
N -2.11305 -5.38686 -0.03405 0.081
H -2.50300 -3.98710 2.17586 0.045
H -4.21447 -4.16879 1.64956 0.092
H -3.25416 -2.69125 1.54616 0.050
H -3.80033 -4.15120 -0.61815 0.142
H -1.11456 -2.95867 -0.27342 0.095
H -2.41787 -2.06821 -0.95319 0.109
H -0.22634 -2.45272 -2.79837 0.055
H -1.88841 -2.04179 -3.23171 0.070
H -1.28552 -3.45685 -3.94363 0.104
H -1.24497 -5.20746 0.45005 0.049
H -1.88152 -5.44970 -1.01514 0.067
C 2.40748 -3.40656 -1.42772 -0.028
C 3.64244 -2.69437 -0.88513 -0.385
C 4.78140 -3.59987 -0.36885 -0.204
O 5.83463 -2.90200 0.20206 -0.180
C 6.92140 -3.63756 0.49720 -0.127
N 4.24884 -1.87286 -1.92634 0.008
H 1.69846 -2.59539 -1.59323 0.053
H 2.08665 -4.09657 -0.64730 0.093
H 2.64504 -3.92644 -2.35583 0.082
H 3.30619 -2.22858 0.04119 0.131
H 5.16109 -4.29195 -1.12049 0.140
H 4.33669 -4.19434 0.42923 0.131
H 7.38278 -4.15631 -0.34312 0.104
H 6.66252 -4.30236 1.32128 0.101
H 7.65404 -2.94200 0.90650 0.105
H 4.75104 -2.46249 -2.57459 0.112
H 5.07948 -1.41830 -1.57489 0.076
C 3.69116 2.75354 1.05464 -0.023
C 3.47945 2.58860 -0.43524 -0.402
C 4.09860 3.60140 -1.41780 -0.194
O 5.41930 3.72149 -0.97628 -0.199
C 6.32115 4.42278 -1.79988 -0.057
N 3.80908 1.19833 -0.73004 0.021
H 3.32936 1.91368 1.64780 0.075
H 3.41979 3.70865 1.50434 0.103
H 4.76265 2.57597 1.14673 0.091
H 2.40776 2.72053 -0.58418 0.119
H 3.50639 4.51342 -1.49270 0.118
H 4.14800 3.20047 -2.43018 0.092
H 7.12407 4.90196 -1.23970 0.104
H 5.70292 5.11651 -2.36965 0.093
H 6.76899 3.62835 -2.39689 0.092
H 3.29375 0.68139 -0.03197 0.060
H 4.73101 0.98247 -0.37854 0.100
C -2.70052 0.02636 5.15199 -0.038
C -3.72303 -0.98201 4.55998 -0.410
C -4.63334 -1.44826 5.74899 -0.162
O -3.90635 -2.22292 6.75266 -0.188
C -3.61323 -3.55717 6.41592 -0.081
N -4.51893 -0.31019 3.57858 0.034
H -1.92507 0.28006 4.42922 0.053
H -2.14309 -0.52856 5.90660 0.077
H -3.03777 0.92626 5.66632 0.085
H -3.20475 -1.85320 4.15936 0.109
H -5.62565 -1.79182 5.45676 0.118
H -5.04613 -0.57906 6.26103 0.124
H -3.39721 -4.17627 7.28663 0.102
H -2.68106 -3.58984 5.85193 0.052
H -4.49885 -3.77652 5.81954 0.094
H -5.05654 -1.03202 3.12029 0.083
H -3.93093 -0.07353 2.79224 0.017
C 2.66106 -1.07222 8.36596 -0.052
C 1.55561 -1.08547 7.37019 -0.475
C 2.02179 -0.40444 6.07193 -0.217
O 1.03153 -0.12730 5.11974 -0.207
C 1.53327 0.27357 3.84092 -0.092
N 1.25165 -2.40010 7.01773 0.054
H 3.12860 -0.08840 8.32595 0.080
H 3.37700 -1.84564 8.08785 0.087
H 2.17631 -1.18973 9.33514 0.093
H 0.70570 -0.59550 7.84526 0.151
H 2.85579 -0.97658 5.66548 0.125
H 2.34503 0.58351 6.39988 0.119
H 2.43086 -0.30649 3.62653 0.088
H 1.79084 1.30529 4.08034 0.089
H 0.68525 0.25151 3.15647 0.052
H 1.87532 -2.91657 6.41408 0.053
H 0.40284 -2.34393 6.47324 0.041
C -3.67198 2.95130 -5.20805 -0.046
C -4.46575 1.68743 -5.27031 -0.454
C -3.79084 0.40077 -5.77937 -0.187
O -4.75153 -0.63655 -5.65998 -0.205
C -4.28370 -1.95930 -5.85395 -0.080
N -4.96038 1.42353 -3.95656 0.048
H -3.03944 2.92196 -4.32084 0.048
H -4.29745 3.81408 -4.97892 0.094
H -3.02303 2.95680 -6.08380 0.087
H -5.34743 1.77864 -5.90467 0.155
H -2.90903 0.07028 -5.23048 0.111
H -3.48319 0.50722 -6.81962 0.132
H -3.92800 -2.27036 -4.87170 0.070
H -3.55168 -2.13470 -6.64230 0.098
H -5.07782 -2.70140 -5.93618 0.099
H -4.08660 1.35526 -3.45460 0.021
H -5.17871 0.45124 -4.12111 0.060
```

=====

[2]
C7H8BrN2O | ωB97M-V/def2-TZVPD

Properties
Total charge ... +1
Energy above the lowest of the compared OMol25 structures with the same formula, charge and spin ... 123.3 kcal/mol
E_HOMO (spin up / spin down) ... -12.51 / -12.51 eV
LUMO energy (spin up / spin down) ... -0.1873 / -0.1872 Ha
Kohn-Sham gap (spin up / spin down) ... 0.2724 / 0.2725 Ha

XYZ file:
```
19
Properties=species:S:1:pos:R:3:lowdin_charge:R:1
C 0.15322 1.56719 -1.57980 0.051
C -0.09107 -1.26507 1.00067 -0.062
C -1.37641 1.48113 -1.65586 -0.037
C -1.06288 -0.44993 0.74117 0.089
C 0.72310 0.70177 -0.89636 0.000
C 1.34956 -0.91158 0.69623 -0.082
C -1.58903 0.82419 0.51062 -0.383
N -2.15220 1.15539 -0.71245 0.136
N -1.93588 1.70146 1.46894 0.198
O 1.43788 -0.28661 -0.61559 0.127
Br 2.75335 -4.13067 -0.86186 0.405
H 0.60930 2.39942 -2.05901 0.142
H -0.50074 -2.27047 1.40686 0.163
H -1.92044 1.58965 -2.58112 0.136
H 1.54766 -0.24028 1.49420 0.131
H 2.03593 -1.72726 0.82999 0.086
H -1.69353 1.58652 2.41705 0.116
H -2.39853 2.52282 1.22583 0.103
H 4.11070 -4.24768 -0.82950 -0.317
```

=====

[3]
C6H12O11RbS2 | ωB97M-V/def2-TZVPD

Properties
Total charge ... 0
2S+1 ... 2
Expectation value of S² ... 0.76
Energy above the lowest of the compared OMol25 structures with the same formula, charge and spin ... 1.0 kcal/mol
E_HOMO (spin up / spin down) ... -9.15 / -9.01 eV
LUMO energy (spin up / spin down) ... -0.0166 / -0.0394 Ha
Kohn-Sham gap (spin up / spin down) ... 0.3197 / 0.2918 Ha

XYZ file:
```
32
Properties=species:S:1:pos:R:3:lowdin_charge:R:1
Rb 0.72621 -1.68777 0.31518 1.076
S -0.78666 -4.79956 1.02739 0.183
O -1.32542 -4.75391 2.40431 -0.160
O -1.16784 -6.04979 0.39792 -0.295
O -1.13142 -3.60840 0.27168 -0.497
O 0.56643 -4.78769 1.53796 -0.262
C -2.61464 2.04485 -3.88366 -0.044
C -2.11144 1.01925 -2.81638 -0.183
O -2.64700 1.38373 -1.54421 0.048
C -2.18818 0.90727 -0.40983 -0.462
O -1.37344 -0.03992 -0.28779 -0.063
O -2.67798 1.66578 0.69288 -0.021
C -2.36663 1.24718 2.03245 -0.053
H -2.27332 3.03677 -3.58752 0.080
H -3.70073 1.97301 -3.82564 0.076
H -2.33251 1.67917 -4.87097 0.080
H -1.02194 1.02971 -2.78495 0.123
H -2.52997 0.06437 -3.13441 0.130
H -2.67209 2.05921 2.69231 0.092
H -1.29707 1.27258 2.24098 0.082
H -2.78774 0.31707 2.41409 0.103
C 3.22016 0.59782 2.11655 -0.150
C 4.23208 -0.25744 1.30256 -0.166
O 4.00886 -0.04012 -0.07645 -0.210
S 2.91522 1.21273 -0.26655 0.745
O 2.02617 1.05496 -1.43703 -0.244
O 3.58667 2.49177 -0.02515 -0.226
O 2.19665 0.72400 1.13249 -0.328
H 3.50545 1.57976 2.49404 0.134
H 2.75058 0.03444 2.92290 0.140
H 4.01254 -1.32385 1.35411 0.132
H 5.25910 -0.04686 1.60086 0.139
```

=====

[4]
C5H11N | ωB97M-V/def2-TZVPD

Properties
SMILES ... C=C[C@H](C)NC
Total charge ... 0
Energy above the lowest of the compared OMol25 structures with the same formula, charge and spin ... 21.6 kcal/mol
E_HOMO ... -8.83 eV
LUMO energy ... 0.0415 Ha
Kohn-Sham gap ... 0.3661 Ha

XYZ file:
```
17
Properties=species:S:1:pos:R:3:lowdin_charge:R:1
C 1.97332 -0.89843 0.14089 -0.141
C -0.15956 0.31270 0.36101 -0.429
C 0.21872 1.67851 -0.23124 -0.067
C -1.65067 0.09242 0.25586 -0.158
C -2.24436 -1.03428 -0.10884 -0.001
H 2.56994 -0.00472 -0.13894 0.070
H 2.41607 -1.77468 -0.33821 0.075
H 2.08479 -1.04660 1.22665 0.082
H 0.44472 -0.80867 -1.21868 0.114
H 0.09631 0.34965 1.42688 0.139
H -0.29955 2.48812 0.29111 0.077
H 1.29801 1.84897 -0.16364 0.064
H -0.06223 1.72665 -1.27961 0.077
H -2.26175 0.96336 0.48385 0.097
H -1.65893 -1.92958 -0.34185 0.054
H -3.33073 -1.13263 -0.15905 0.053
N 0.56590 -0.83080 -0.20618 -0.107
```